(1)
Density functional theory data (wB97M-V/def2-TZVPD) for C22H27AsN5O7P2SW as an isolated structure.

Results
HOMO level (spin up / spin down) = -10.786 / -10.785 eV
E_tot = -5038.9290 a.u.
Lowest unoccupied orbital energy (spin up / spin down) = -4.53 / -4.53 eV
Energy above the lowest of the compared OMol25 structures with the same formula, charge and spin = 7.1 kcal per mole
Spin multiplicity = 1
Charge = +1

Each line ends with the natural charge from an NBO analysis.
Geometry (Å):
N1 1.027 3.187 0.609  -0.383
H1 -1.466 -3.083 3.341  0.224
O1 -3.977 2.770 -1.363  -0.997
H2 -0.391 0.705 -3.626  0.412
C1 -1.266 -1.931 1.554  -0.129
O2 -4.341 1.170 0.617  -1.046
C2 -1.472 -2.087 2.917  -0.243
O3 -2.163 -0.516 -2.815  -1.084
N2 -0.009 3.002 -1.455  -0.605
O4 -2.202 1.137 -0.827  -1.110
N3 -0.810 3.086 -3.621  -0.776
C3 -0.136 -3.725 -0.949  -0.227
H3 0.876 0.723 0.624  0.457
H4 1.438 -1.713 1.904  0.240
N4 -0.166 1.058 -2.702  -0.780
H5 1.693 5.056 1.225  0.240
As1 1.382 -1.426 -1.086  0.786
C4 1.749 -5.461 0.088  -0.203
C5 1.134 -3.260 -0.626  -0.374
W1 -0.900 -0.329 -1.183  1.396
H6 4.975 0.377 3.103  0.230
C6 -1.271 -0.671 0.938  -0.359
C7 2.313 -1.129 1.645  -0.266
H7 -3.842 2.699 -2.331  0.529
C8 -1.519 0.423 1.781  -0.205
C9 4.301 0.050 2.322  -0.203
O5 -3.315 1.539 -3.802  -1.175
H8 -4.931 -0.477 -4.609  0.527
H9 -1.874 -1.101 4.785  0.224
C10 2.580 -0.813 0.313  -0.259
C11 2.084 -4.131 -0.106  -0.145
H10 2.479 -6.143 0.502  0.229
P1 -3.486 0.204 -3.176  2.583
H11 0.230 5.125 0.270  0.203
H12 2.390 1.951 1.658  0.224
C12 0.481 -5.930 -0.259  -0.187
N5 0.441 1.093 -0.210  -0.807
H13 5.449 0.936 0.737  0.229
C13 3.705 -0.061 -0.009  -0.253
C14 -1.700 -0.982 3.723  -0.173
H14 0.738 1.999 2.328  0.231
H15 3.928 0.184 -1.040  0.227
H16 -0.877 4.086 -3.528  0.405
C15 -1.730 0.278 3.142  -0.210
H17 0.231 -6.971 -0.109  0.232
O6 -4.335 0.313 -1.817  -1.061
H18 -0.336 3.949 -1.354  0.428
H19 -1.112 -2.834 0.988  0.202
C16 3.173 -0.693 2.646  -0.196
O7 -4.260 -0.863 -4.029  -0.963
H20 1.812 3.383 2.526  0.231
H21 1.805 4.807 -0.516  0.217
C17 -0.464 -5.071 -0.788  -0.194
C18 1.194 4.618 0.367  -0.419
C19 0.497 2.386 -0.324  0.675
P2 -3.754 1.350 -0.695  2.559
H22 -1.450 -5.429 -1.055  0.235
S1 -1.291 -2.594 -1.627  0.262
H23 -1.580 1.421 1.373  0.212
C20 -0.338 2.344 -2.609  0.694
H24 -1.523 2.644 -4.194  0.456
H25 3.077 -3.785 0.150  0.219
H26 2.963 -0.945 3.678  0.230
H27 -1.944 1.153 3.742  0.221
C21 4.566 0.366 0.995  -0.211
C22 1.522 2.587 1.848  -0.428

***

(2)
Density functional theory data (wB97M-V/def2-TZVPD) for C22H27BCuN8O2S3 as an isolated structure.

Results
HOMO level = -3.667 eV
E_tot = -4303.1575 a.u.
Lowest unoccupied orbital energy = 2.03 eV
Spin multiplicity = 1
Charge = -1

Each line ends with the natural charge from an NBO analysis.
Geometry (Å):
C1 2.811 1.747 5.371  -0.608
H1 3.578 2.240 4.774  0.208
C2 0.596 -4.019 -2.713  0.034
H2 1.891 2.316 5.241  0.196
C3 0.200 2.758 -0.994  -0.058
H3 -0.500 2.010 -5.235  -0.057
C4 2.664 0.290 4.967  -0.410
C5 -1.813 1.217 2.906  0.651
O1 -2.732 1.985 2.684  -0.573
C6 -1.207 -4.596 -4.208  -0.259
C7 -2.482 0.116 -4.910  -0.022
O2 -0.713 -3.926 -3.058  -0.539
H4 3.108 0.583 2.863  0.204
H5 3.630 -0.624 -6.120  0.216
H6 -0.428 4.110 -3.875  0.210
H7 0.576 1.150 3.899  0.401
C8 0.428 0.401 2.020  0.241
H8 -2.284 2.301 5.280  0.232
H9 3.181 -1.559 -3.559  0.229
C9 -1.612 -0.694 6.716  -0.206
H10 -2.613 0.729 -5.783  0.207
C10 -1.939 0.651 6.626  -0.219
H11 -1.107 -2.486 5.648  0.219
C11 -1.706 0.525 4.240  -0.087
C12 2.356 0.093 3.491  -0.215
C13 -1.348 -1.436 5.572  -0.203
C14 -2.002 1.263 5.382  -0.206
Cu1 0.309 -0.508 -1.896  0.822
N1 1.054 0.561 -4.533  -0.339
C15 -0.018 3.956 -1.677  -0.375
H12 -1.569 -1.170 7.685  0.212
B1 -0.261 1.312 -4.281  0.559
N2 -0.138 2.218 -3.036  -0.314
H13 -2.151 1.221 7.519  0.213
C16 2.645 -0.822 -4.132  -0.030
N3 1.572 -0.264 -3.602  -0.361
N4 0.124 1.721 -1.813  -0.335
C17 -2.529 -1.310 -3.257  -0.035
N5 -1.424 0.313 -4.116  -0.329
C18 -0.226 3.551 -2.980  -0.021
S1 0.999 -2.980 -1.437  -0.378
H14 -0.019 4.957 -1.289  0.216
H15 -4.138 -1.339 -4.798  0.215
C19 2.853 -0.352 -5.433  -0.372
S2 1.094 -0.354 0.736  -0.105
H16 2.370 -0.968 3.219  0.224
H17 -2.720 -2.103 -2.555  0.220
H18 -1.330 -5.666 -4.011  0.178
H19 1.884 -0.193 5.562  0.203
H20 -1.161 -1.391 3.436  0.239
H21 3.589 -0.245 5.190  0.213
H22 0.423 2.588 0.046  0.197
S3 1.626 -5.048 -3.544  -0.322
N6 1.047 0.626 3.181  -0.601
H23 -1.192 1.093 0.986  0.446
N7 -0.894 0.895 1.935  -0.655
H24 -2.182 -4.141 -4.395  0.178
C20 -3.233 -0.923 -4.399  -0.380
C21 1.810 0.526 -5.638  -0.025
H25 -0.541 -4.477 -5.059  0.201
H26 1.536 1.119 -6.491  0.205
N8 -1.453 -0.563 -3.094  -0.355
H27 3.090 1.839 6.419  0.210
C22 -1.382 -0.825 4.330  -0.208

***

(3)
Density functional theory data (wB97M-V/def2-TZVPD) for one molecule with the formula C22H27BrN4O4.

Results
HOMO level = -8.495 eV
E_tot = -3948.5966 a.u.
Lowest unoccupied orbital energy = 0.66 eV
Energy above the lowest of the compared OMol25 structures with the same formula, charge and spin = 0.0 kcal per mole
Spin multiplicity = 1
Charge = 0

Each line ends with the natural charge from an NBO analysis.
Geometry (Å):
C1 0.238 -2.090 1.218  0.259
H1 3.853 -3.452 2.695  0.178
N1 0.307 -1.763 -0.175  -0.514
H2 -0.618 -0.953 -4.770  0.217
H3 -4.359 0.742 0.901  0.216
C2 -0.543 3.155 0.827  -0.219
C3 1.685 1.248 -3.673  -0.092
C4 -0.530 -2.427 -1.023  0.799
C5 0.793 0.634 -4.538  -0.218
O1 -1.318 -3.274 -0.672  -0.625
O2 2.158 -3.798 3.842  -0.490
C6 -2.785 2.210 0.856  -0.214
N2 -0.473 -2.022 -2.345  -0.610
C7 1.160 -0.326 -1.954  -0.017
Br1 2.641 2.786 -4.253  0.051
H4 -2.428 1.895 1.838  0.195
H5 0.117 3.684 0.138  0.206
C8 0.265 2.050 1.520  -0.229
C9 -0.843 -1.649 1.963  -0.259
H6 0.012 3.256 -2.041  0.206
H7 -2.904 0.208 0.052  0.205
C10 1.260 -2.823 1.804  -0.335
H8 0.660 1.013 -5.540  0.233
H9 2.070 -3.169 1.184  0.242
C11 1.882 0.773 -2.389  -0.222
H10 -0.334 0.877 -0.061  0.435
H11 0.104 -2.876 4.972  0.224
H12 -1.107 -2.500 -2.970  0.418
C12 0.077 -0.464 -4.106  -0.232
C13 -0.891 -1.940 3.316  -0.179
H13 -1.639 -1.100 1.487  0.213
H14 -0.267 1.663 2.397  0.192
C14 -3.562 1.055 0.231  -0.609
H15 1.240 2.416 1.847  0.230
C15 -1.956 3.353 -1.132  -0.212
N3 0.454 0.984 0.568  -0.624
C16 1.418 -0.913 -0.589  0.291
H16 -2.977 3.111 -1.431  0.197
H17 -4.009 1.342 -0.718  0.204
H18 3.159 -1.229 0.139  0.503
H19 -1.731 -1.605 3.906  0.213
H20 3.893 -4.790 3.870  0.201
O3 2.632 -1.605 -0.596  -0.715
C17 0.249 -0.949 -2.809  0.162
H21 -1.298 3.596 -3.168  0.214
H22 2.596 1.244 -1.732  0.239
N4 -1.625 2.568 0.051  -0.482
H23 -1.922 4.433 -0.918  0.172
O4 2.533 0.282 1.165  -0.638
C18 0.126 -2.648 3.918  -0.258
C19 1.525 0.205 0.487  0.674
H24 -1.084 1.962 -2.530  0.209
H25 2.988 -4.977 2.348  0.179
H26 -0.904 3.877 1.576  0.185
C20 -1.020 3.021 -2.289  -0.612
C21 1.212 -3.100 3.165  0.320
H27 -3.455 3.073 1.006  0.173
C22 3.279 -4.273 3.134  -0.253

***

(4)
Density functional theory data (wB97M-V/def2-TZVPD) for C22H27BrOSm as an isolated structure at a distorted geometry.

Results
HOMO level (spin up / spin down) = -4.573 / -4.607 eV
E_tot = -4161.9085 a.u.
Lowest unoccupied orbital energy (spin up / spin down) = 2.75 / 2.76 eV
Energy above the lowest of the compared OMol25 structures with the same formula, charge and spin = 0.0 kcal per mole
Spin multiplicity = 6
Charge = -1

Each line ends with the natural charge from an NBO analysis.
Geometry (Å):
C1 1.339 -1.783 1.417  -0.108
C2 0.025 3.788 1.205  -0.369
H1 -2.353 1.419 -3.171  0.216
C3 -0.754 -1.427 -2.595  -0.599
H2 0.746 -0.018 2.458  0.231
C4 0.971 -1.288 0.118  0.436
H3 0.114 4.249 -2.117  0.218
H4 -1.323 5.104 -0.009  0.222
C5 1.770 -3.366 -0.851  -0.212
H5 3.152 -0.471 3.129  0.205
H6 -1.338 -2.304 -2.283  0.199
C6 -3.433 2.931 -0.374  -0.349
H7 1.962 -4.024 -1.700  0.196
H8 -3.304 -0.295 -1.303  0.226
H9 -1.097 -0.555 -2.026  0.229
H10 -0.336 3.925 2.219  0.248
H11 -0.182 -1.164 4.464  0.205
C7 -3.653 1.555 -0.071  -0.358
H12 1.249 -0.705 -2.581  0.205
C8 -3.200 0.781 -1.185  -0.400
C9 0.744 -1.670 -2.434  -0.225
Sm1 -0.909 1.592 0.239  1.540
C10 1.909 -3.048 1.522  -0.199
C11 -2.703 1.692 -2.177  -0.347
C12 0.224 3.910 -1.091  -0.308
H13 -0.977 -1.238 -3.652  0.192
H14 0.662 -3.583 -3.444  0.198
C13 1.232 3.021 -0.618  -0.342
H15 2.020 2.576 -1.220  0.228
C14 -0.518 4.377 0.027  -0.309
H16 -3.694 3.770 0.263  0.219
C15 1.075 -1.031 2.714  -0.249
H17 0.284 -2.746 3.793  0.187
H18 2.061 -0.391 4.522  0.201
C16 2.145 -3.846 0.405  -0.279
Br1 -1.844 1.307 2.750  -0.579
H19 -4.110 1.158 0.828  0.240
H20 0.905 -2.208 -4.506  0.201
H21 2.176 -3.448 2.500  0.192
C17 2.305 -0.960 3.619  -0.592
C18 -0.022 -1.722 3.535  -0.592
H22 2.614 -4.834 0.511  0.194
H23 -0.973 -1.759 2.994  0.223
H24 -2.663 3.921 -2.234  0.209
H25 2.598 -1.972 3.920  0.190
H26 2.251 -2.786 -3.535  0.204
C19 1.176 -2.625 -3.536  -0.604
O1 0.443 -0.096 -0.010  -0.850
H27 1.812 2.434 1.475  0.241
C20 1.134 2.965 0.812  -0.412
C21 -2.873 3.013 -1.679  -0.302
C22 1.161 -2.128 -1.034  -0.111